The following is a DFT calculation (ωB97M-V with the def2-TZVPD basis set) of the ion C21H37IN4O10PS2 with charge +1.

Each line ends with the Löwdin charge.
Cartesian coordinates (Å):
C 0.33 1.03 2.63  -0.0840
H -4.00 -1.38 -0.84  0.1661
C 1.38 0.12 -1.99  -0.2274
H 0.80 0.15 4.71  0.1253
C -2.18 1.65 -2.38  -0.2071
H -2.81 -3.54 0.39  0.1295
I 0.65 3.03 -1.70  1.0410
C 0.17 0.90 -1.13  -0.6268
C 3.69 1.27 -2.82  -0.2522
H 4.87 -3.73 0.74  0.0690
H 4.48 2.06 -2.40  0.1268
H -4.43 1.91 -2.61  0.1562
C -1.35 0.45 -1.56  -0.3830
C -3.63 1.12 -3.02  -0.2138
C -0.10 0.19 1.24  -0.2893
C -0.15 0.32 4.02  -0.1855
H 0.08 2.17 2.58  0.1185
H -0.68 -0.72 3.91  0.1198
H 3.60 -0.36 -1.24  0.0885
S -0.80 -0.31 -4.72  0.2995
H -2.63 -1.51 -3.18  0.0253
H 1.34 -1.04 -1.89  0.0868
H -0.47 -2.05 -2.56  0.0069
H 0.55 -1.71 0.17  0.1148
H -3.09 1.69 6.40  0.1112
H 2.98 1.33 -0.67  0.0984
N -2.48 -0.51 1.99  0.1570
N 4.58 -3.33 -0.19  -0.0492
P -1.31 -0.92 -2.96  0.4186
O -1.89 3.79 1.44  0.0923
C 0.40 -1.37 1.30  -0.0958
H 3.99 -2.14 1.94  0.1274
O 0.60 0.87 0.21  -0.2023
C 2.91 0.55 -1.53  -0.2173
H 2.50 -3.76 0.30  0.1253
H 1.64 -2.85 2.48  0.1352
H -0.75 1.98 7.09  0.1325
H -2.39 2.60 -1.73  0.0985
O 6.16 0.73 -4.22  -0.2202
O -5.74 -0.20 -4.61  -0.0405
C -1.70 0.40 1.01  -0.2357
H 6.17 1.65 -3.78  0.0949
O -3.70 1.24 -4.49  -0.1508
H -1.62 2.03 -3.35  0.0842
H -3.98 0.09 -2.59  0.0920
N -2.23 0.02 -0.37  0.0040
H 1.52 0.98 2.63  0.1424
H 2.97 1.89 -3.51  0.0921
H -0.43 -2.12 1.72  0.1256
O 3.95 -0.15 -5.33  -0.3603
C -5.03 0.86 -5.00  -0.1137
H -5.47 1.53 -5.88  0.1803
C 3.14 -1.76 1.19  -0.1961
H 1.31 0.54 -3.07  0.0566
S 4.59 0.05 -3.92  0.7935
H -3.05 0.71 -0.41  0.1898
C 1.76 -1.73 2.09  -0.1839
H -0.49 0.15 6.69  0.1351
O 4.85 -1.34 -3.30  -0.3635
C -1.18 1.09 6.43  -0.2389
H -2.10 1.66 4.33  0.1007
C 3.13 -2.83 -0.05  -0.2625
O -2.23 1.73 1.48  -0.0668
H 2.02 -1.11 3.05  0.1041
H -0.45 2.47 4.77  0.1267
C -1.07 1.45 4.84  -0.1699
H 5.13 -2.43 -0.26  0.0756
C -3.57 0.16 2.50  -0.0043
C -2.28 -2.69 -0.26  0.0635
H 3.44 -0.66 0.91  0.0982
N -1.74 2.75 0.79  -0.0299
C -2.86 -1.33 -0.47  -0.1564
H -1.27 -3.02 -0.78  0.0745
O -4.61 0.78 3.11  0.0673
H 2.85 -2.40 -1.09  0.0950
O -2.60 0.88 6.78  -0.1392

Output
**E_HOMO**: -11.596 eV
**Spin multiplicity**: 1
**SMILES**: C=C[N@H+]1[C@](N=C=O)(ON=O)[C@](CCCCN)(CCCCO)O[C@@](I)(CCCS(=O)(=O)O)[C@@]1(CCOC=O)[PH2]=S
**Total energy**: -3228.190639 a.u.
**Frontier orbital gap**: 6.6 eV
**Total charge**: +1
**E_LUMO**: -4.99 eV

***

The following is a DFT calculation (ωB97M-V with the def2-TZVPD basis set) of a cluster of 8 separate species, C21H37NO32S8 in total.

Each line ends with the Löwdin charge.
Cartesian coordinates (Å):
O 4.57 -1.53 8.10  -0.1979
H -4.26 -3.91 -5.49  0.1369
H -0.51 3.81 -7.68  0.1364
C 0.01 -2.16 5.67  -0.1586
H 8.65 -0.87 7.91  0.1361
H -3.85 6.86 -2.72  0.1378
N -4.86 0.47 1.60  0.0883
O 1.11 4.20 -4.86  -0.1838
S 5.50 -1.82 7.07  0.6398
O -0.95 4.90 -3.71  -0.2332
C -3.60 -1.47 0.84  -0.3428
H 6.06 -5.29 3.87  0.1376
H -0.06 0.60 0.82  0.1165
H -5.79 6.19 -4.03  0.1335
O 2.97 0.86 -6.05  -0.2305
H 1.70 2.94 -6.40  0.1164
O 1.37 -0.29 5.97  -0.1894
C -4.00 -0.53 1.78  -0.1225
O -0.21 -2.60 1.82  -0.3703
H 8.35 -1.59 6.31  0.1320
H -3.44 5.18 -2.34  0.1233
S 3.28 -0.19 -5.14  0.6040
O -2.65 -2.45 1.15  -0.2256
H -0.41 -1.94 4.69  0.1179
O -0.68 -1.37 6.65  -0.1828
O 0.63 6.59 -4.59  -0.2113
O 3.42 -5.81 3.28  -0.1804
O 6.95 -2.03 7.74  -0.1800
H 5.78 -3.56 3.56  0.1328
O 3.53 -6.61 5.59  -0.2054
S -0.01 5.33 -4.68  0.5965
H 0.84 4.95 -7.49  0.1352
O 4.79 -0.01 -4.65  -0.1843
O 2.10 -4.67 5.02  -0.2155
O -5.27 -0.24 -3.70  -0.2181
O 5.26 -2.85 6.12  -0.2184
C -4.26 5.87 -2.53  -0.1633
S 0.01 0.07 6.75  0.5996
H 0.11 2.60 -5.67  0.1380
H 0.71 2.46 -0.45  0.0927
O -5.11 5.89 -1.38  -0.1837
O 0.31 0.33 8.11  -0.2186
C -5.85 -2.52 -6.01  -0.1620
C 7.06 0.09 6.78  -0.1651
S 3.28 -5.45 4.84  0.6227
H -5.53 -0.25 -1.60  0.0583
H -0.10 -3.22 5.88  0.1319
H -3.55 -0.61 2.77  0.1179
C 3.54 0.21 -2.70  -0.1614
H -6.49 -3.04 -6.71  0.1364
C -5.15 -3.46 -5.06  -0.1602
S -5.92 -1.50 -3.74  0.5955
C 7.89 -1.11 7.18  -0.1663
H 3.65 -0.79 -2.27  0.1377
H 4.80 1.74 -3.57  0.1357
C 5.30 -4.51 3.75  -0.1614
S -1.21 -1.65 1.44  0.9561
H -5.13 -1.91 -6.57  0.1339
O -7.51 5.41 -1.43  -0.2136
O -0.90 -1.08 -0.07  -0.3159
C 4.81 0.66 -3.38  -0.1556
O -6.62 -1.66 -5.18  -0.1809
H 1.96 -2.15 6.61  0.1288
O -6.84 -1.92 -2.75  -0.2010
H 6.82 0.71 7.64  0.1362
H 4.78 -5.32 1.79  0.1348
O 3.06 -1.55 -5.47  -0.2089
H 2.01 -1.92 4.85  0.1283
C -4.14 -1.39 -0.45  0.0267
C -0.70 0.35 -0.03  -0.2215
S -6.25 4.77 -1.52  0.6073
H 5.71 0.40 -2.83  0.1362
H -1.65 0.90 0.07  0.1257
H 3.22 0.90 -1.92  0.1205
H -0.68 1.35 -1.98  0.1231
H 3.72 -4.01 2.35  0.1337
H -5.82 -4.25 -4.71  0.1358
H 0.47 0.02 -1.87  0.1160
H -3.86 -2.07 -1.24  0.1234
C 0.01 0.83 -1.31  -0.1998
O 1.08 1.72 -0.95  -0.0816
O -0.73 0.99 5.95  -0.2270
C -5.40 0.55 0.38  -0.1107
O -0.68 5.19 -6.13  -0.1911
O -5.97 4.39 -3.06  -0.1864
O -4.80 -2.63 -3.93  -0.1917
O 4.52 -4.45 4.95  -0.2669
O 2.57 0.14 -3.75  -0.1946
H 7.55 0.69 6.02  0.1351
C -5.06 -0.36 -0.62  -0.0536
H -4.58 4.97 -4.49  0.1341
C 0.79 3.39 -6.00  -0.1628
H -6.10 1.35 0.19  0.0952
C 1.45 -1.70 5.75  -0.1720
O -5.91 3.65 -0.72  -0.2221
C -5.14 5.39 -3.66  -0.1628
C 0.12 4.34 -6.96  -0.1564
O 5.84 -0.47 6.27  -0.1847
C 4.30 -4.88 2.66  -0.1636

Output
**E_HOMO**: -9.320 eV
**Energy relative to the best compared isomer or geometry (same formula, charge and spin)**: 0.00 kcal/mol
**Spin multiplicity**: 1
**Total energy**: -6470.091475 a.u.
**Frontier orbital gap**: 9.3 eV
**Total charge**: 0
**E_LUMO**: -0.05 eV

***

The following is a DFT calculation (ωB97M-V with the def2-TZVPD basis set) of a structure of composition C21H38BrN8SSiZr.

Each line ends with the Löwdin charge.
Cartesian coordinates (Å):
C 0.53 -4.78 3.97  -0.0808
H 1.05 -2.63 5.26  0.1006
H 3.02 -5.78 4.68  0.0862
H -3.46 2.08 -0.50  0.1568
H 5.42 -4.87 3.24  0.0880
C 4.58 -2.76 0.58  -0.0835
C 4.68 -2.20 2.98  -0.0811
H -4.63 -1.36 -3.76  0.1405
N -0.50 3.61 2.67  0.1361
C -2.71 0.24 -1.52  -0.2448
H -0.74 -2.29 -2.22  0.1129
Zr 0.12 0.23 -0.35  1.1257
S 0.85 1.62 1.59  0.5883
H 2.70 -6.56 -0.77  0.1010
H 0.48 -4.88 0.09  0.0408
H 4.65 3.41 -5.58  0.1512
H 0.16 -4.66 5.00  0.1020
H 0.31 3.74 3.24  0.1120
H 6.42 -4.00 2.10  0.1092
Si 2.77 -4.23 2.26  1.0040
H 5.38 -5.28 1.52  0.0716
H 0.12 -5.72 1.60  0.0653
N -1.62 -0.57 -1.50  -0.0793
N -1.67 2.56 1.03  0.0185
H 2.06 -6.96 2.85  0.0721
H -1.30 4.21 2.82  0.1364
C 5.44 -4.46 2.23  -0.0566
C -2.68 -1.98 -3.10  0.0075
C 0.79 -5.70 0.74  -0.0890
H 2.93 3.92 -2.49  0.1353
H 5.56 -2.28 0.55  0.0988
H 2.41 -4.66 5.88  0.1117
H -0.23 -4.35 3.31  0.0830
C 4.38 -3.34 1.99  -0.6054
H 0.64 -6.62 0.19  0.1019
H 4.56 -3.50 -0.21  0.0661
C 1.87 -4.05 3.88  -0.6062
C 3.37 2.79 -4.12  -0.4108
H -4.64 0.67 -2.32  0.1423
H 3.93 1.85 -5.80  0.1491
H 4.04 4.64 -3.59  0.1485
H -2.64 -2.87 -3.70  0.1336
H 0.59 -5.85 3.78  0.0751
H 1.05 -2.02 3.62  0.0367
C -3.78 -1.14 -3.13  0.0295
Br 0.70 -1.98 0.71  0.2370
N -1.60 1.51 0.15  -0.1882
C 2.28 -5.60 1.09  -0.6059
H 3.99 -1.36 2.87  0.0836
H 3.72 -6.89 2.23  0.0862
H 2.82 -4.81 -0.88  0.0815
H 4.67 -2.51 4.02  0.0751
C -2.64 1.38 -0.60  -0.0112
C -1.62 -1.66 -2.28  -0.0856
N 2.57 1.74 -3.80  0.1917
H 2.54 -2.05 4.55  0.0688
C 1.87 1.43 -2.84  -0.2666
N 4.04 2.69 -5.24  0.2452
N 3.46 3.86 -3.34  0.2413
N 1.18 1.04 -1.94  -0.0473
C 1.63 -2.59 4.34  -0.0821
C 3.04 -5.67 -0.24  -0.0814
H 2.48 -7.73 1.33  0.1120
C 2.67 -6.85 1.95  -0.0565
C 2.86 -4.72 4.88  -0.0554
H 3.84 -1.99 0.35  0.0506
H 4.12 -5.75 -0.13  0.0767
C -3.80 0.00 -2.33  0.0456
C -0.58 2.66 1.75  -0.7875
H 3.83 -4.23 4.94  0.0712
H 5.68 -1.83 2.77  0.1004

Output
**E_HOMO**: -16.503 eV
**Energy relative to the best compared isomer or geometry (same formula, charge and spin)**: 0.00 kcal/mol
**Spin multiplicity**: 1
**Total energy**: -4569.072728 a.u.
**Frontier orbital gap**: 7.1 eV
**Total charge**: +3
**E_LUMO**: -9.43 eV

***

The following is a DFT calculation (ωB97M-V with the def2-TZVPD basis set) of a cluster of 5 separate species, C21H38Cl13FN3O2P2 in total.

Each line ends with the Löwdin charge.
Cartesian coordinates (Å):
C -4.68 -1.67 1.06  -0.1374
C -0.38 1.08 0.44  -0.2201
P -2.52 3.28 0.10  0.7737
Cl -9.09 -2.22 -0.09  0.5264
Cl -0.90 9.73 -2.32  0.5179
C 4.13 -1.93 0.84  -0.0331
H -3.63 2.35 0.16  0.0075
Cl 0.16 5.54 -0.59  0.2311
H -0.06 -2.29 0.71  0.1161
H -3.21 0.02 3.21  0.0877
Cl -6.83 -1.18 -1.59  0.5107
Cl 4.82 -5.07 -1.99  0.6253
Cl 8.00 -0.97 2.16  0.5237
H -4.54 -2.17 2.13  0.1077
H -3.90 0.19 -0.04  0.1062
O 3.63 -2.11 -1.66  -0.0810
H 0.74 2.54 3.70  0.1613
C -8.15 -2.36 -1.58  -1.5250
H 2.45 1.98 1.02  0.0625
H 5.85 -7.00 -2.88  0.0215
Cl 7.48 0.31 -0.41  0.5283
C 0.14 -1.54 -0.20  -0.1365
H -0.15 -4.34 -0.14  0.1142
F 0.06 3.88 2.18  -0.1537
H -2.37 3.94 1.37  0.0220
C -0.91 2.36 -0.46  -0.5970
Cl 3.70 -7.74 -2.27  0.5310
H 3.24 -1.34 1.35  0.0730
N -2.87 4.31 -1.14  -0.3358
H 2.96 2.36 2.89  0.0966
H 4.92 -1.12 0.51  0.0489
N 2.77 -4.01 -0.20  -0.0366
H 1.22 -1.13 -0.03  0.1077
H 2.08 -3.78 0.58  0.1238
C 3.48 -2.71 -0.48  -0.3914
C -1.03 -0.36 -0.10  -0.2469
H -4.45 -2.46 0.23  0.0790
C 0.68 2.58 2.51  -0.2804
H -2.10 4.18 -1.86  -0.0633
H 4.53 -2.68 1.65  0.1005
C 1.91 -4.49 -1.34  -0.2725
C -3.60 -0.40 0.93  -0.3534
Cl 6.00 -7.31 -0.54  0.5275
H -1.18 1.27 2.68  0.1106
H -0.27 -4.66 -2.01  0.1250
H -5.78 -1.25 1.03  0.0597
H 2.47 3.75 1.71  0.1021
H -8.81 -2.15 -2.42  0.0215
H -3.55 1.61 2.22  0.0336
H 0.93 4.41 -3.01  0.0778
H 0.43 0.31 2.43  0.1490
H 8.39 1.27 1.54  0.0207
H -2.26 -2.22 0.63  0.1305
Cl -7.51 -4.00 -1.76  0.5196
H -4.99 0.44 2.64  0.1038
Cl 1.22 10.20 -0.37  0.5197
Cl -1.49 9.61 0.53  0.5174
H -0.03 8.24 -0.72  -0.0614
C -0.27 9.30 -0.72  -1.5560
H 0.75 1.00 0.07  0.1126
H 2.30 -4.22 -2.41  0.1090
P 0.57 3.46 -1.03  0.7438
H -1.72 -1.07 2.03  0.1331
H 0.92 -2.12 -2.27  0.1233
N -1.45 1.60 -1.70  0.0296
C 2.23 2.62 1.98  -0.0914
C -1.55 0.24 -1.55  0.1260
C -0.18 1.26 2.06  -0.0984
C -3.83 0.48 2.33  -0.1118
H -1.01 -2.44 -2.08  0.1072
O 0.78 3.43 -2.76  -0.3806
H 1.91 -5.68 -1.29  0.0985
H -1.96 -0.41 -2.45  0.1779
C 5.18 -6.80 -2.03  -1.4919
Cl 6.07 1.21 1.97  0.5008
C 0.32 -4.05 -1.17  -0.1731
C -2.11 -1.08 0.91  -0.1263
C 7.59 0.55 1.34  -1.5319
H -1.72 2.09 -2.59  0.1740
C 0.04 -2.45 -1.56  -0.1716

Output
**E_HOMO**: -11.482 eV
**Spin multiplicity**: 1
**Total energy**: -7902.172968 a.u.
**Frontier orbital gap**: 6.8 eV
**Total charge**: +1
**E_LUMO**: -4.70 eV

***

The following is a DFT calculation (ωB97M-V with the def2-TZVPD basis set) of a cluster of 2 separate species, C21H38Cl2N4O4P in total.

Each line ends with the natural charge from an NBO analysis.
Cartesian coordinates (Å):
C -0.79 -0.63 1.92  -0.2235
C -0.37 -0.19 -1.24  0.6256
H 4.64 -1.89 1.23  0.1766
H 0.01 2.99 -2.24  0.2191
C 2.29 -2.04 0.05  -0.2352
H 3.95 -0.36 1.78  0.1949
H -1.92 1.29 0.68  0.2258
N 1.46 0.04 1.94  -0.5777
H -0.98 1.25 -2.68  0.2636
C 0.56 3.55 3.08  -0.0592
P 1.58 1.54 -0.89  0.7733
H -0.21 4.30 3.29  0.1785
H -3.18 -0.28 -3.12  0.2246
C 1.06 2.73 -2.22  -0.9344
N 1.50 -1.68 -3.36  0.3853
H -1.45 3.48 1.35  0.1841
C 0.09 0.72 -0.08  -0.2620
H -1.29 2.21 -0.65  0.2279
H 2.99 3.32 0.01  0.2418
H 5.14 -0.37 0.51  0.2116
C -2.75 0.13 -2.21  -0.1858
C -3.21 -0.78 -1.06  -0.6251
N 0.06 -1.39 -1.09  -0.3982
H 2.60 -2.67 0.89  0.2198
H -2.79 2.35 -2.34  0.2058
H 3.64 1.74 0.27  0.2481
H -3.90 -5.95 -1.72  0.2352
C -0.14 -2.55 -1.94  0.0548
C 4.28 -0.90 0.90  -0.4159
H 1.38 2.38 -3.19  0.2478
H -1.18 -2.87 -1.95  0.2386
H 1.83 2.14 4.02  0.2095
H -1.63 -2.38 1.11  0.1886
O 0.23 -2.33 -3.30  -0.4237
H 0.43 -3.40 -1.59  0.2117
H 0.13 3.55 0.62  0.1751
C 1.25 3.01 4.32  -0.6216
N 3.26 -0.98 -0.14  -0.6358
C 0.82 -1.63 0.17  -0.0647
H 1.96 3.77 4.64  0.2215
C -3.40 1.52 -2.00  -0.6122
C -1.56 -1.70 1.94  -0.3721
Cl -3.30 -3.93 -0.65  -0.0496
H -0.97 -0.39 -3.28  0.2702
H -2.73 -1.77 -1.06  0.1948
C 2.72 2.31 0.32  -0.9209
O 1.64 -1.30 3.92  -0.4720
H 2.35 -2.69 -0.83  0.2099
H 0.53 2.77 5.09  0.2195
H 2.38 2.26 1.35  0.2564
C -0.55 2.89 1.16  -0.0631
H 1.33 4.00 2.44  0.1633
C -1.01 1.74 0.28  -0.4727
Cl -3.01 -6.67 0.33  0.0080
H -4.36 1.56 -2.50  0.2335
H -1.00 0.20 2.58  0.2461
H -3.60 1.70 -0.94  0.2092
H 0.36 -2.56 0.54  0.2338
C -3.07 -5.64 -1.09  -0.3921
O -0.04 2.44 2.39  -0.5592
C 1.56 -0.68 2.92  0.8808
H 1.60 3.66 -2.03  0.2520
C 0.39 -0.42 0.98  0.0869
H -3.12 -0.33 -0.08  0.2131
H 3.71 -1.03 -1.04  0.3786
H -4.27 -0.97 -1.21  0.2378
C -1.18 0.22 -2.41  -0.5679
H -2.10 -1.92 2.86  0.2318
O 1.46 -0.78 -4.09  -0.1887
H -2.14 -5.74 -1.64  0.2183

Output
**E_HOMO**: -10.300 eV
**Spin multiplicity**: 1
**Total energy**: -2604.262563 a.u.
**Frontier orbital gap**: 6.9 eV
**Total charge**: +1
**E_LUMO**: -3.44 eV

***

The following is a DFT calculation (ωB97M-V with the def2-TZVPD basis set) of a structure of composition C21H38CrNO2P2.

Each line ends with the natural charge from an NBO analysis.
Cartesian coordinates (Å):
H 3.16 2.10 0.06  0.2482
H -5.57 1.96 1.27  0.2076
H 2.98 2.73 -3.77  0.4677
H 1.44 0.35 3.64  0.1894
C -1.94 0.73 0.55  -0.3317
H 0.10 3.18 -1.69  0.2510
C 1.28 2.64 1.86  -0.9866
C -1.59 -1.69 -2.72  -0.9652
H -0.81 0.20 4.13  0.1906
H 1.69 1.93 -3.99  0.4931
H 3.05 -3.26 -2.44  0.2238
N 1.72 -0.75 -0.66  -0.4887
H 0.71 -3.65 -0.59  0.2618
C -0.01 -1.77 1.89  -0.8782
H 2.26 2.23 -1.51  0.2807
C 2.37 1.65 -0.58  -0.7992
H -3.84 1.95 3.08  0.2003
H 4.69 0.61 -1.47  0.2236
C 0.31 -1.53 3.35  -0.2267
H -0.05 0.89 -0.65  -0.1520
H 1.85 3.53 1.57  0.2099
C 4.08 -1.42 -1.97  -0.1443
Cr -0.05 -0.37 0.43  0.6120
H 5.02 -1.69 -2.44  0.2240
H 2.03 -1.05 4.55  0.2037
P 0.78 1.96 0.28  1.1107
C -4.15 1.32 -0.24  -0.2374
O -0.05 0.62 -4.07  -0.9546
H -2.31 -3.89 -1.20  0.2231
H 0.46 -2.55 3.74  0.1733
H -1.00 -2.23 1.76  0.1749
C 3.01 -2.30 -1.94  -0.2466
C -2.09 -3.16 -0.41  -0.9517
H -4.87 1.39 -1.05  0.1985
H -2.54 0.69 -1.53  0.1685
H -0.92 -1.12 -3.38  0.2657
H -1.80 -2.67 -3.17  0.2214
H -0.83 -1.25 5.15  0.2016
H -1.84 -1.14 3.66  0.2120
H 0.55 -3.33 -2.34  0.2403
H 0.77 -2.38 1.41  0.1561
H 1.91 1.90 2.39  0.2467
C -0.87 -0.90 4.11  -0.5958
C 3.90 -0.14 -1.43  -0.2536
C 0.63 -2.85 -1.35  -0.7673
C 2.68 0.20 -0.86  0.2697
H -3.01 -2.64 -0.10  0.2533
H -0.68 1.20 -4.53  0.4815
H -1.50 1.30 2.58  0.1922
H -0.29 0.74 -3.15  0.4853
O 2.02 2.81 -3.75  -0.9550
C -2.84 0.89 -0.50  -0.2169
H -2.55 -1.16 -2.63  0.2455
H -1.67 -3.69 0.46  0.2509
C 1.83 -1.94 -1.31  0.2432
C -4.54 1.67 1.05  -0.2537
C -0.03 3.31 -0.61  -0.9600
H 0.46 4.22 -0.25  0.2275
C -3.58 1.64 2.07  -0.2013
C 1.61 -0.74 3.58  -0.5981
P -0.94 -1.90 -1.04  0.9924
H 0.39 2.92 2.43  0.2481
H -1.08 3.34 -0.32  0.2683
C -2.26 1.23 1.80  -0.2680
H 2.36 -0.89 2.78  0.1945

Output
**E_HOMO (spin up / spin down)**: -6.096 / -6.074 eV
**Spin multiplicity**: 4
**Total energy**: -2755.261760 a.u.
**Frontier orbital gap (spin up / spin down)**: 6.4 / 6.3 eV
**Total charge**: 0
**E_LUMO (spin up / spin down)**: 0.26 / 0.22 eV

***

| no. | F_max (eV/A) |
| --- | --- |
| 1 | 11.96 |
| 2 | 2.51 |
| 3 | 0.99 |
| 4 | 7.45 |
| 5 | 2.51 |
| 6 | 4.60 |